{"formula": "C6H11N", "method": "the ωB97M-V functional and the def2-TZVPD basis", "e_above_lowest_ev": 2.2231, "energy_ha": -289.58690, "multiplicity": 2, "orbital_gap_ev": [9.67, 5.49], "largest_force_ev_per_a": 9.21, "homo_energy_ev": [-13.373, -13.343], "charge": 1, "lumo_energy_ev": [-3.70, -7.86], "symbols": ["C", "C", "C", "N", "C", "C", "C", "H", "H", "H", "H", "H", "H", "H", "H", "H", "H", "H"], "coordinates": [[1.00, 1.43, -0.32], [0.32, 0.08, -0.52], [0.96, -0.96, -1.02], [2.11, -1.08, -1.86], [-1.11, -0.24, -0.17], [-1.44, 0.40, 1.18], [-2.15, -0.12, 2.23], [1.48, 1.56, 0.69], [1.69, 1.65, -1.19], [0.25, 2.24, -0.37], [0.38, -1.97, -1.15], [2.79, -0.28, -1.57], [2.55, -2.00, -1.61], [-1.21, -1.26, 0.13], [-1.83, -0.11, -0.99], [-0.96, 1.43, 1.36], [-2.48, 0.42, 3.10], [-2.38, -1.20, 2.08]]}